Entry 1:
This record from the Open Molecules 2025 dataset describes one molecule with the formula C14H22ClNOS. The level of theory is ωB97M-V/def2-TZVPD.

The geometry in XYZ format:
```
40
Properties=species:S:1:pos:R:3:forces:R:3:nbo_charge:R:1
C -3.753592 -3.386119 -0.662450 -0.0157 -0.1006 -0.0989 -0.243
O -3.614267 -2.213228 0.092945 0.1012 0.1745 0.1960 -0.556
C -4.571034 -1.227823 -0.231882 -0.3058 0.2177 0.0650 -0.057
C -4.371624 0.008558 0.640644 0.2720 -0.2001 -0.3643 -0.425
C -3.070645 0.750745 0.341342 -0.1290 0.1009 0.1774 -0.214
N -1.937923 0.062083 0.931529 -0.0867 -0.4186 -0.0198 -0.638
C -0.652094 0.480768 0.407016 -0.0801 0.2710 0.1410 -0.218
C -0.278436 1.867066 0.938575 0.2546 -0.2835 -0.0848 -0.406
C 1.192718 2.224641 0.734836 -0.2269 0.1444 -0.0481 -0.414
C 1.581968 2.423129 -0.725902 0.3822 -0.4856 -0.0102 -0.522
S 1.916434 0.873563 -1.631058 -0.0544 0.1691 -0.1871 0.254
C 3.371893 0.218744 -0.879923 -0.1618 0.2025 -0.0209 -0.167
C 4.229649 0.944783 -0.063540 -0.0427 -0.0809 -0.0641 -0.239
C 5.359123 0.345153 0.464328 0.1161 -0.1430 0.0247 -0.204
C 5.638722 -0.978500 0.170851 -0.1677 0.1206 -0.0705 -0.060
Cl 7.052546 -1.723065 0.833068 0.1665 -0.0959 0.0800 0.002
C 4.795099 -1.712078 -0.650775 0.1262 0.0358 0.0650 -0.213
C 3.666322 -1.112898 -1.169005 -0.0472 0.1831 0.0453 -0.216
H -2.974591 -4.068424 -0.328329 -0.0430 -0.0634 -0.0699 0.195
H -3.630504 -3.187131 -1.734984 0.0021 -0.0282 0.0384 0.165
H -4.736662 -3.847137 -0.502988 0.0406 0.0013 -0.0053 0.166
H -4.479805 -0.958145 -1.297181 -0.0211 -0.0278 0.0859 0.159
H -5.583966 -1.633144 -0.074452 0.1054 0.0135 -0.0522 0.166
H -5.218048 0.676419 0.473007 -0.0396 -0.0197 0.0296 0.213
H -4.364674 -0.294675 1.687566 -0.1073 0.0311 0.0901 0.219
H -3.124657 1.754444 0.777270 -0.0377 -0.0100 -0.1477 0.187
H -2.960573 0.867504 -0.753823 -0.0138 0.0410 0.0524 0.153
H -2.062139 -0.933955 0.777450 0.0636 0.1312 0.0110 0.382
H -0.636318 0.489755 -0.696912 -0.0037 -0.0901 0.1585 0.163
H 0.094242 -0.240886 0.749582 0.0330 0.0198 -0.1088 0.196
H -0.498081 1.878221 2.007565 -0.0729 0.0197 0.0186 0.217
H -0.901031 2.626263 0.461265 -0.0664 0.0967 0.0346 0.190
H 1.395858 3.161029 1.262448 0.0586 -0.0306 0.0498 0.210
H 1.819476 1.450072 1.182886 0.0455 0.0641 0.0541 0.211
H 0.765602 2.880004 -1.285695 0.0307 0.0550 -0.0586 0.231
H 2.462674 3.056813 -0.829945 -0.0859 0.1020 -0.0296 0.218
H 4.037507 1.979740 0.168676 -0.0534 0.0912 0.0192 0.218
H 6.022430 0.910217 1.100328 0.0863 0.0132 0.0627 0.226
H 5.020075 -2.742311 -0.876885 0.0448 -0.0941 -0.0044 0.229
H 2.998341 -1.670202 -1.807429 -0.0666 -0.1274 -0.0539 0.223
```
Forces are in eV/Å.

Values from the calculation:
Orbital gap: 8.7 eV
2S+1: 1
ΔE to the lowest compared entry with this formula, charge and spin: 9.4 kJ/mol



Entry 2:
This record from the Open Molecules 2025 dataset describes C14H22F3GeN2ORhS as an isolated structure. The level of theory is ωB97M-V/def2-TZVPD.

The geometry in XYZ format:
```
45
Properties=species:S:1:pos:R:3:forces:R:3:nbo_charge:R:1
Rh 1.038463 -0.472653 0.347920 -0.5623 -0.1762 -0.0567 0.591
F 4.575497 -3.851194 -1.796913 -0.0217 0.0062 -0.0287 -0.314
C 3.497240 -3.864177 -2.595972 -0.0052 0.0164 0.0209 0.984
F 3.520463 -5.039783 -3.260092 0.0049 0.0247 0.0151 -0.331
F 3.663075 -2.899344 -3.513444 0.0038 -0.0274 0.0178 -0.314
C 2.215468 -3.700356 -1.826053 -0.0357 -0.0136 -0.0211 -0.234
C 1.283959 -4.719833 -1.801499 -0.0100 -0.0393 -0.0196 -0.105
C 0.099298 -4.575349 -1.088761 0.0195 0.0650 -0.0167 -0.308
C -0.116949 -3.378527 -0.435875 -0.1067 0.0484 -0.0917 0.076
N 0.774550 -2.392884 -0.456028 0.4481 0.0007 0.4391 -0.496
C 1.961623 -2.524527 -1.098000 0.1245 0.0465 -0.0237 0.104
S 3.004321 -1.158959 -0.859394 -0.0234 -0.0038 -0.2072 -0.218
H 1.487079 -5.635683 -2.339065 -0.0007 0.0006 -0.0003 0.235
H -0.634980 -5.365288 -1.043656 0.0039 -0.0067 -0.0076 0.228
H -1.025954 -3.184730 0.119075 0.0195 -0.0023 0.0312 0.208
C -1.497381 1.661138 2.519912 -0.0875 0.0040 0.0407 -1.078
Ge 0.331065 1.068450 2.883673 0.1426 0.0812 -0.2482 1.488
C 1.565783 2.345463 2.050355 0.0237 0.0637 -0.0552 -1.081
C 0.600614 1.081460 4.816822 0.0560 -0.1177 0.0822 -1.073
C 0.651075 -0.703678 2.061453 0.3710 0.0128 0.0750 -0.623
H -1.631025 2.673719 2.906198 -0.0249 -0.0038 0.0000 0.224
H -2.233479 1.012990 2.996659 0.0085 -0.0118 -0.0052 0.227
H -1.682048 1.671741 1.446407 0.0198 -0.0067 -0.0007 0.225
H 1.225168 3.369945 2.215255 0.0067 -0.0088 0.0433 0.224
H 1.635248 2.189815 0.971687 -0.0428 -0.0046 0.0036 0.243
H 2.564634 2.235196 2.472836 -0.0044 -0.0053 0.0015 0.233
H 0.420267 2.089327 5.193390 0.0017 0.0062 -0.0003 0.230
H 1.620775 0.794723 5.071080 0.0011 0.0042 0.0013 0.234
H -0.085074 0.399889 5.320279 -0.0041 -0.0008 -0.0070 0.230
H 0.868855 -1.606577 2.643024 -0.4553 -0.0513 0.0407 0.165
C -3.207925 2.730161 -2.178948 0.0188 0.0122 0.0088 -0.407
N -1.875709 2.627787 -1.599447 0.0051 0.0051 0.0002 -0.421
C -1.095937 3.833247 -1.338482 -0.0288 -0.0102 0.0034 -0.405
C -1.305076 1.456706 -1.253298 -0.0275 -0.1006 0.0269 0.697
C -2.055929 0.166884 -1.461014 -0.0210 -0.0165 -0.0163 -0.720
O -0.175844 1.441822 -0.762504 0.1595 0.1837 -0.0382 -0.690
H -3.394970 3.771025 -2.426699 -0.0069 -0.0048 -0.0090 0.214
H -3.982549 2.407608 -1.481304 -0.0031 0.0030 0.0009 0.202
H -3.292781 2.149176 -3.097333 -0.0014 -0.0083 0.0039 0.205
H -1.638890 4.692548 -1.721859 0.0133 0.0102 0.0051 0.199
H -0.122902 3.769670 -1.823300 0.0002 -0.0002 -0.0030 0.221
H -0.925747 3.959634 -0.268431 0.0022 0.0013 0.0009 0.211
H -3.103718 0.284690 -1.719528 -0.0014 -0.0007 -0.0020 0.218
H -1.965126 -0.411891 -0.541576 0.0214 0.0123 0.0054 0.252
H -1.554538 -0.399399 -2.247544 -0.0009 0.0128 -0.0096 0.247
```
Forces are in eV/Å.

Values from the calculation:
Orbital gap (spin up / spin down): 7.2 / 7.2 eV
2S+1: 1
ΔE to the lowest compared entry with this formula, charge and spin: 65.1 kJ/mol



Entry 3:
This record from the Open Molecules 2025 dataset describes C14H22GeINO5Pt as an isolated structure. The level of theory is ωB97M-V/def2-TZVPD.

The geometry in XYZ format:
```
45
Properties=species:S:1:pos:R:3:forces:R:3:nbo_charge:R:1
Pt -3.018372 -0.412782 0.433866 -0.4862 -0.3356 -0.0427 0.966
C -2.439840 1.991735 2.088236 0.0031 -0.0107 -0.0044 -0.253
O -3.416065 1.067344 1.694744 0.1059 0.0260 0.0965 -0.851
H -2.937952 2.906863 2.442768 0.0038 0.0059 -0.0279 0.133
H -1.777344 2.278857 1.261272 0.0212 -0.0117 0.0122 0.178
H -1.818867 1.618461 2.910332 -0.0255 0.0040 0.0066 0.154
O 3.364658 4.150149 -1.118322 0.1512 -0.0418 0.0836 -0.728
C 3.163876 3.029207 -0.416943 0.0303 0.0636 -0.0095 0.352
C 4.213690 2.464160 0.314982 -0.0044 -0.0029 0.0025 -0.316
C 4.010903 1.297302 1.033099 -0.0088 -0.0079 0.0036 -0.205
C 2.765073 0.678190 1.045384 -0.0299 -0.0238 0.0207 -0.318
C 1.718713 1.245226 0.326517 0.0484 -0.0554 -0.0179 -0.111
C 1.901612 2.405500 -0.411053 -0.0547 -0.0087 -0.0244 -0.268
C 0.760910 2.979616 -1.240493 -0.0794 -0.0665 -0.0768 0.776
O 1.055887 4.054674 -1.874696 -0.0824 0.0449 -0.0108 -0.780
O -0.317985 2.382352 -1.264997 0.1657 0.1157 0.0105 -0.714
H 2.415129 4.302408 -1.551463 -0.0719 0.0124 -0.0452 0.497
H 5.179484 2.956276 0.296710 -0.0023 0.0000 -0.0015 0.195
H 4.836518 0.862075 1.587598 -0.0005 0.0029 0.0017 0.185
H 2.615567 -0.244429 1.593782 -0.0290 0.0073 0.0271 0.202
H 0.733696 0.788388 0.309601 -0.0151 0.0071 0.0082 0.239
N -0.356189 -0.333811 3.247789 0.1459 0.0210 0.0118 -0.855
C -0.988656 -1.264546 2.405699 -0.0351 -0.3809 -0.2491 0.525
O -1.125759 -0.868692 1.152944 0.0411 0.7452 0.2306 -0.820
C -1.358492 -2.484303 2.861842 -0.0339 0.0281 0.0648 -0.710
I -5.545483 -0.247793 -0.299949 0.1977 0.0332 -0.0248 -0.503
H 0.111771 0.393438 2.727007 0.0134 -0.0093 -0.0906 0.388
H 0.249726 -0.756555 3.933085 -0.0111 -0.0095 0.0102 0.360
H -1.235700 -2.749358 3.904455 -0.0026 -0.0019 -0.0027 0.172
H -1.881067 -3.160982 2.202355 -0.0068 0.0017 0.0014 0.199
C 0.554419 -2.391764 -0.652391 0.0359 -0.0106 -0.0287 -1.074
Ge -0.920736 -1.917350 -1.835804 0.0025 -0.0929 0.0504 1.560
C -0.425154 -0.483617 -3.065700 0.0017 0.0148 0.0639 -1.090
C -1.311090 -3.547910 -2.893858 0.0137 0.0081 -0.0256 -1.088
C -2.658422 -1.487569 -1.019001 0.0072 -0.1473 0.0337 -0.599
H 1.335107 -2.884220 -1.239638 -0.0114 -0.0249 0.0093 0.201
H 0.200194 -3.062953 0.129739 0.0219 0.0007 0.0225 0.238
H 0.967816 -1.507528 -0.174239 -0.0173 0.0062 -0.0227 0.250
H 0.584863 -0.654439 -3.444737 -0.0055 -0.0074 -0.0007 0.215
H -0.446544 0.472134 -2.537313 0.0092 0.0279 -0.0280 0.291
H -1.115686 -0.446071 -3.909801 -0.0129 0.0238 0.0166 0.214
H -0.433644 -3.862328 -3.463959 0.0062 0.0070 0.0078 0.210
H -2.129019 -3.364969 -3.593604 -0.0027 -0.0059 0.0033 0.215
H -1.601033 -4.366883 -2.232320 -0.0048 -0.0077 -0.0083 0.216
H -3.480512 -1.823499 -1.663525 0.0084 0.0555 -0.0569 0.154
```
Forces are in eV/Å.

Values from the calculation:
Orbital gap: 6.5 eV
Net charge: -2
2S+1: 1
ΔE to the lowest compared entry with this formula, charge and spin: 0.0 kJ/mol



Entry 4:
This record from the Open Molecules 2025 dataset describes a 2-piece molecular cluster, C14H22N overall at a distorted geometry. The level of theory is ωB97M-V/def2-TZVPD.

The geometry in XYZ format:
```
37
Properties=species:S:1:pos:R:3:forces:R:3:nbo_charge:R:1
C -3.231547 -2.070934 -1.007128 -0.3342 -0.0649 0.7231 -0.261
C -2.797567 -2.199992 0.250867 -0.2341 0.0988 -0.1627 -0.146
C -2.308744 -1.822934 -2.085213 0.8115 0.2210 -0.3329 -0.219
C -1.348117 -2.156338 0.607880 0.1232 -0.2098 0.0539 -0.482
C -0.994989 -1.637716 -1.849076 -0.4624 -0.0703 -0.6169 -0.205
C -0.442391 -1.700859 -0.514877 0.4844 0.1069 0.5486 -0.160
C 2.117728 -1.355336 -0.243003 0.5280 0.0598 0.0079 -0.267
C 0.822945 -1.384512 -0.306453 -0.3118 -0.2940 -0.2758 0.132
C 3.583120 -0.154906 1.390667 0.0058 0.0890 -0.1737 -0.601
C -0.103087 3.305941 1.349550 0.0102 -0.0489 -0.0731 -0.584
C -0.019285 1.653146 -1.405373 0.1508 -0.0992 -0.3714 -0.725
C 3.041384 -0.189265 -0.038556 -0.0436 0.0353 0.1925 -0.417
C 0.194692 1.804263 1.159624 0.0754 0.1151 0.3240 -0.507
C -0.511260 1.339436 -0.052682 -1.1958 0.1426 0.1796 0.581
N -1.726888 0.882720 0.076342 0.6415 0.3337 -0.0759 -0.660
H -4.280022 -2.159250 -1.246165 -0.1329 -0.0297 0.0739 0.233
H -3.482180 -2.401268 1.060930 -0.1734 -0.0359 0.0357 0.223
H -2.690640 -1.790110 -3.094108 0.0216 0.0130 -0.1258 0.232
H -1.052326 -3.183170 0.866808 0.0101 0.0819 0.1006 0.260
H -0.302889 -1.447330 -2.656719 0.0190 -0.0088 -0.1288 0.226
H 2.636497 -2.308255 -0.315191 -0.0817 -0.1770 -0.0306 0.232
H 4.225510 0.711330 1.528436 0.0973 0.0407 0.0751 0.220
H 4.166732 -1.048432 1.595943 0.0412 -0.0737 0.0862 0.223
H 2.770930 -0.107319 2.113776 -0.0527 -0.0078 0.0849 0.198
H 0.422777 3.662688 2.229057 0.0464 0.0237 0.0599 0.247
H -1.166425 3.479173 1.489572 -0.0948 0.0454 0.0065 0.217
H 0.237694 3.878881 0.491919 0.0263 0.1112 -0.0422 0.220
H -0.419586 0.963148 -2.145582 -0.0336 -0.0382 -0.0109 0.263
H -0.367903 2.654922 -1.671526 -0.0411 0.0514 0.0806 0.279
H 1.064476 1.661657 -1.461599 0.0228 -0.0411 0.0759 0.262
H 2.539836 0.751292 -0.268481 0.0536 -0.0227 -0.0706 0.175
H 3.878771 -0.291872 -0.731625 -0.0579 0.0822 -0.0478 0.230
H -0.148463 1.259860 2.040335 0.0393 -0.1089 -0.0333 0.235
H 1.269855 1.677131 1.062988 -0.0308 -0.1604 -0.0665 0.258
H -2.134274 0.719293 0.987631 0.0512 -0.0267 -0.0310 0.426
H -1.181553 -1.573358 1.519503 0.0146 -0.0578 -0.0149 0.222
H -2.262810 0.578273 -0.728471 0.0066 -0.0760 -0.0242 0.441
```
Forces are in eV/Å.

Values from the calculation:
Orbital gap: 7.1 eV
Net charge: +1
2S+1: 1
ΔE to the lowest compared entry with this formula, charge and spin: 241.0 kJ/mol